This record from the Open Molecules 2025 dataset describes a cluster of 11 separate species, C64H140N5O25P in total at a distorted geometry. The level of theory is ωB97M-V with the def2-TZVPD basis set.

```
235
Properties=species:S:1:pos:R:3:forces:R:3:mulliken_charge:R:1
H 4.9709 3.8233 4.9534 0.64 0.24 -0.22 0.3933
H -0.0251 2.8971 2.0034 -0.50 0.53 1.15 -0.9029
O 0.3419 2.1075 -3.8668 0.41 -0.01 0.32 0.1075
H -1.9886 1.0165 -3.7187 0.16 -0.23 -0.20 -0.1195
H -2.5755 -1.4245 -1.7302 0.48 -0.56 0.57 0.0470
H -0.8533 -1.4480 -1.3104 0.29 -0.03 -0.53 0.2075
H -0.5472 -6.2472 -5.4543 -0.77 0.27 0.45 0.3673
C 2.0726 -4.7772 1.0358 -0.12 0.15 -0.19 -0.4181
C -1.6662 6.4155 -5.6019 1.43 -0.92 0.83 -0.9657
H -2.4790 6.5752 -1.8904 -0.20 -0.29 0.64 0.1171
O -3.6574 1.9421 5.5685 -0.95 -0.45 -0.28 -0.4640
H -5.6105 -6.3360 0.5307 -0.42 -0.50 -0.34 0.6037
H -3.6389 -6.1473 2.6638 -0.27 -0.04 0.24 0.0356
O 1.8945 -0.2026 4.0281 0.39 1.19 0.14 -0.2045
O -0.0508 7.3177 -1.9066 -0.53 0.88 -0.91 -0.4342
C 0.1294 -5.7971 1.9528 -1.36 -0.92 -0.86 -0.2333
C 2.1164 1.0682 4.6637 -0.04 -0.20 -0.67 -1.4244
C -0.2511 4.6787 3.3501 0.66 0.26 -0.57 -1.4872
H 4.4313 5.0130 3.2144 0.64 -0.69 -0.70 0.1840
H 3.6455 -5.4994 -3.8259 0.16 0.21 -0.25 0.3642
H 2.1934 2.9528 -3.3859 0.41 -0.82 0.98 -0.3219
H 5.4413 2.2056 4.9255 -0.25 -1.98 0.36 0.3968
H 0.6828 -2.7206 -4.6226 -0.22 -1.27 1.04 -0.2761
H -0.3701 -6.1815 -3.0430 0.08 0.08 0.80 0.6139
O -1.8853 5.5649 -0.1550 -0.22 -0.19 0.46 -0.3688
H 7.6813 0.4026 -4.2890 0.48 -0.03 0.71 0.2590
C -6.4177 -2.6816 1.8114 -1.14 -0.43 0.27 -0.8032
O -1.4063 -4.3948 -5.6678 0.84 0.22 -0.37 -0.4645
H 3.3962 3.8073 1.2532 -0.27 0.71 0.25 -0.2284
H -7.8432 -4.8995 1.4010 0.84 0.46 -0.98 0.2645
O -0.9100 6.2730 -4.3558 -0.31 0.96 -1.32 -0.0115
C -6.3894 -1.0148 5.2037 -0.60 -0.38 -0.12 -0.9682
H 8.4587 3.8139 -1.8901 0.60 0.06 -0.57 0.3316
H -2.3105 -3.4069 -4.1145 -0.21 0.25 0.37 -0.1175
C 1.6573 6.0905 3.7373 -1.45 0.63 -1.11 -1.0462
H 4.2732 -0.7990 -4.2602 -0.04 0.82 0.43 0.1353
O -1.7071 -0.5896 2.4695 0.14 0.72 1.05 -1.0935
C 5.1623 -1.8911 -1.1016 -0.81 0.12 -0.05 -0.7416
H -5.5298 -5.1686 -3.3572 -0.39 0.59 -0.44 0.5586
H 1.7416 -5.8711 -2.2499 0.28 0.17 -0.01 0.3901
O -1.1410 3.3364 7.6611 -0.79 0.72 -0.27 -0.3410
C -5.7799 -5.4221 1.0863 1.57 -1.37 0.99 -0.0473
H -0.0890 4.7980 0.2805 0.01 -0.47 -0.25 -0.4040
O -6.7055 -3.2568 0.5762 -0.74 -1.49 -1.21 -0.3883
C 4.7066 0.0732 1.9886 0.43 0.95 -0.70 -0.6259
H -2.0859 2.4062 -1.0884 0.77 -0.46 -0.08 0.0918
C -7.0000 -4.6742 0.6603 -0.98 0.63 0.35 -0.6804
H 1.4803 -4.1275 -2.1566 0.35 -0.17 -0.22 -0.1793
P -1.3305 -0.4444 1.0636 0.57 -0.61 -1.74 -0.4836
C 4.2908 4.4449 1.1633 0.69 -2.92 -0.23 0.1015
H 6.4550 1.0992 -5.2441 -0.54 0.09 -0.21 0.3126
C 5.3454 5.1010 -1.9241 1.29 0.62 -1.37 -0.7693
C 1.8506 -4.9364 -2.8348 0.28 0.31 2.17 0.5378
H -8.4047 1.2629 1.3745 0.69 -0.58 0.34 0.3016
H -0.1698 -2.1494 -6.0426 0.22 -0.05 0.08 0.5895
H 0.8776 7.0834 -5.1034 -0.73 0.45 0.49 0.3185
H 2.7067 -4.2403 0.3574 -0.49 0.23 -1.00 0.5612
H 5.9050 0.0259 -0.3892 0.10 0.11 0.24 0.1395
C 0.7365 -5.1527 0.8982 0.89 1.09 -1.62 0.8519
N -2.8034 -4.9817 -1.4213 -0.64 1.51 -0.79 1.0292
H 3.6336 -4.5888 2.4365 1.48 0.44 0.12 0.5530
H -0.3811 4.8673 4.4184 0.21 -0.33 0.19 0.8123
C 5.5428 3.0804 4.3712 0.33 1.43 -1.78 -1.1114
H 0.6800 -2.4398 0.2120 0.03 0.03 0.65 -0.4238
C -2.4196 -3.5211 -5.1840 -0.32 -1.62 -0.47 -0.3987
C -1.9188 2.2947 7.1043 -0.21 0.65 0.61 -0.2899
O 4.4147 -0.7420 0.8601 0.63 0.43 -0.18 0.2346
C -0.3403 2.8532 8.6525 2.79 -0.88 1.04 -0.7178
H 2.5314 -3.2478 -5.8830 0.19 -1.17 0.87 0.2942
C 1.0735 0.8040 0.3659 -1.70 0.23 -1.46 1.4568
H -7.2989 -4.9950 -0.3757 0.23 0.41 1.07 0.3198
C -2.7898 5.7524 -1.2007 0.16 -0.45 -2.35 -0.3864
C -4.1896 -0.3259 5.1496 0.59 -0.65 0.14 -0.5839
H 1.8708 2.8955 -5.0837 -0.32 -0.21 0.08 0.5051
H 1.2461 -1.8656 1.8704 -0.84 -0.11 0.33 0.0656
H -3.8015 5.9802 -0.8175 0.61 -0.46 -0.05 0.3098
H -1.7297 -3.0004 -1.3916 -0.03 0.49 0.24 0.1324
C -1.7932 -1.9395 -1.0845 -0.21 -0.01 -2.24 -0.7105
H -2.7492 4.8295 -1.9077 -0.56 1.12 1.16 0.0584
H 1.5089 0.7155 -0.6171 0.58 0.19 -0.40 -0.5718
H 4.8699 5.2701 -2.9105 0.05 0.02 0.50 0.2918
H 4.0320 5.4595 0.9197 0.10 0.54 -0.19 0.5126
H -5.6040 -3.2334 2.2556 0.56 0.20 0.57 0.3612
O 1.7015 -1.3672 -5.6160 0.89 0.10 -0.86 -0.2965
C 0.9033 -6.1797 3.0195 0.75 0.58 1.67 -0.4712
H 1.3570 6.4623 -0.6969 -0.80 -0.16 0.21 0.2519
H -5.8152 -1.9238 5.1066 -0.21 -0.85 0.35 0.4712
H -7.3234 -2.7815 2.4369 0.36 -0.05 0.25 0.6082
H -1.0293 0.9620 -1.5586 0.37 0.43 0.32 0.0298
C 7.5058 4.0170 -1.4488 -0.05 -0.37 1.06 -0.2974
H 2.4570 6.4979 3.1291 0.13 0.39 0.18 0.1851
H 1.8354 7.5449 -2.8452 -1.16 0.77 -0.33 0.3838
H -2.7726 2.1802 1.8562 -0.59 -0.62 -1.01 -0.3476
H -3.8308 -1.1885 4.5504 -0.14 0.14 0.11 0.2209
C 1.3987 2.9967 -4.0913 -0.57 2.15 -0.88 -0.1168
C -4.5778 -6.8128 -2.5180 1.32 -1.81 0.54 -0.4294
H -0.1451 -0.2404 4.2075 -0.40 0.10 0.04 0.0437
H -2.1673 -5.8027 -4.5223 0.94 -0.99 0.10 0.2022
H 1.9727 3.1574 4.5153 0.28 0.79 0.56 0.1741
H 5.9431 -1.9811 -1.8526 0.40 0.02 0.15 0.3277
H -0.8586 2.4476 9.5184 -0.53 0.04 0.18 0.3473
H 4.5518 -6.6907 -2.4756 0.34 -0.09 0.75 0.3064
H 0.2968 -4.8473 -0.0809 -0.34 -0.53 1.08 0.0745
H -0.5531 -4.3547 -2.9403 -0.61 -0.50 -0.14 -0.2150
H -0.1359 2.3147 -5.8332 -0.77 -0.27 0.17 0.4282
C -2.6945 2.8631 5.9406 0.05 -0.18 -0.02 0.1619
C 3.8198 -0.1889 -2.2535 -0.69 -1.48 1.40 0.6453
H 0.0160 7.3807 0.0475 -0.11 -0.51 0.39 0.3910
O 5.8238 0.3220 -3.3791 1.00 -0.21 0.13 -0.1649
O 4.9718 2.9923 3.0370 -0.03 0.67 0.92 0.1213
H 2.1434 -1.5382 0.5216 -0.28 0.64 -0.56 -0.5905
H 0.3725 1.6496 0.2848 0.50 -0.01 0.40 -0.5585
H -2.6026 5.9580 -5.3589 -0.54 -0.57 -0.38 0.2599
C -7.3963 0.7842 1.3970 -0.13 0.27 -1.00 -0.5455
H -1.2982 3.0834 -4.6714 0.33 0.72 -0.08 0.0250
H -4.1480 -0.6491 6.2074 0.02 0.35 -0.16 0.4951
H 4.9076 -2.8716 -0.7113 0.33 -0.09 0.17 0.2761
O -5.5063 0.0014 4.7879 -0.67 0.50 -0.53 -0.3536
C 4.5228 4.0439 -1.1937 0.30 0.29 0.34 0.0804
H 0.4115 3.5968 9.0563 -1.06 -0.40 -0.75 0.2516
O -5.6878 -5.7724 2.4988 -0.59 0.10 -0.48 -0.3998
C 2.7047 -5.0147 2.2140 -1.24 -0.85 1.26 -0.8677
H 5.3229 0.9758 1.7419 -0.73 -0.50 -0.27 0.2777
H 3.4657 -3.6777 -3.6271 0.00 -1.09 0.68 -0.3664
H -7.3317 -1.1760 4.6084 1.06 0.85 0.07 0.2054
H -3.3964 0.9805 3.7701 0.45 0.29 -0.20 -0.4026
H -1.2193 1.5295 6.8277 0.29 -0.74 -0.60 0.1332
C -0.3031 -0.7861 -4.4121 0.05 -1.55 0.71 1.2370
H 6.4113 -1.3417 0.6859 -0.62 0.16 -0.85 0.4341
H 1.7998 1.0500 5.7128 -0.24 -0.13 -0.04 0.4977
C -3.8110 -4.6047 -2.1991 0.31 0.74 0.44 -0.1862
H 5.3400 -0.4678 2.6680 0.06 -0.55 0.77 0.4221
H 1.8803 2.4650 2.9516 0.09 -0.39 -0.09 -0.5490
C 4.2423 -6.1448 -1.5632 -0.11 -0.41 0.38 -0.9387
H 3.7691 0.4046 2.4422 0.22 -0.29 0.00 -0.3139
H 3.1973 1.1449 4.6749 0.31 0.39 -0.04 0.0744
H 2.0434 5.6266 4.6018 0.63 -0.60 1.24 0.3569
H 4.5726 3.1355 -1.7618 0.25 -0.68 -0.48 -0.0838
C -4.7446 -5.4743 -2.7087 -0.23 0.14 -0.53 -1.3690
C -3.5432 -7.2296 -1.6511 -0.89 -1.03 -1.24 -0.8670
C 0.2458 6.6460 -0.7281 0.63 -0.74 0.49 -0.7988
C -2.8245 -2.6928 1.0284 -0.70 0.82 1.22 -0.2188
O 3.9231 -1.5750 -1.8236 0.96 1.26 0.57 0.4230
C 6.6460 0.2923 -4.5413 -1.06 -1.62 -0.37 -0.8488
N 0.2812 -0.3930 0.5320 -0.42 -1.42 1.41 1.2023
C 0.8106 7.0820 -2.9704 1.82 -1.59 0.25 0.3420
H 7.6868 4.5900 -0.5402 -0.01 0.08 0.31 0.2540
H -3.2950 3.7094 6.2180 0.11 0.69 0.57 0.4565
H 3.3997 -6.6939 -1.0981 -0.39 0.53 -0.62 0.2965
C 3.3071 -4.6958 -3.1663 0.21 0.61 0.80 -0.3992
H -2.0560 3.1860 5.1140 0.19 -0.23 0.08 -0.5210
C 5.0105 4.3244 2.5098 -0.97 0.39 0.48 -0.8172
C 0.7225 -0.8270 4.4645 -0.31 -0.65 0.49 -0.5456
H -2.4653 1.4410 -5.3877 0.01 -0.43 0.30 0.5510
C 2.3635 -2.3481 -6.4059 1.03 2.05 -1.39 -0.9008
O -1.1486 -0.1041 -5.3269 -0.59 0.01 0.91 -0.5352
H 1.0562 4.0759 -4.0047 0.03 -0.96 -0.30 -0.2356
O 6.7342 4.7363 -2.3525 -2.24 0.07 -0.09 -0.4251
H 3.3589 -1.9204 -6.7600 -1.20 -0.44 0.67 0.2126
C 5.5784 -0.9242 0.0462 -0.86 -0.81 -0.20 -0.6455
H -3.5777 2.1012 0.2386 -0.95 0.57 0.00 0.8035
H 0.4878 -6.7622 3.8729 0.29 0.41 -0.83 0.3431
H -0.8629 -1.3711 -3.5661 0.45 1.35 -1.36 -1.1076
H -3.7929 -2.8100 0.5522 -0.18 -0.13 -0.42 0.2640
H 0.6449 -1.7959 3.9716 0.02 0.06 -0.12 0.2080
N -1.9741 -1.7771 0.2867 0.01 -0.20 2.20 1.1919
H -5.5352 -1.0369 0.7415 -0.26 0.03 0.42 0.1938
H -1.8792 7.4423 -5.8855 0.29 0.32 0.15 0.4001
C 0.1087 7.2724 -4.2978 0.41 -0.58 -0.10 -0.7738
H 0.7631 -1.0392 5.5496 -0.04 0.23 -0.17 0.4366
H -6.7879 1.1335 2.2552 -0.39 -0.03 -0.32 0.1604
H 4.2232 0.4619 -1.4875 0.25 0.27 0.11 0.0890
C -4.6130 -6.6367 2.8686 0.30 0.94 -1.21 -0.5189
H 6.0550 4.6415 2.5372 0.03 0.31 -0.47 0.4741
C -2.7346 -6.2472 -1.1673 1.85 -1.40 1.56 -0.3530
H -0.3932 8.2546 -4.4141 0.64 -0.23 0.12 0.4533
O 1.0506 -5.0223 -3.9265 0.08 -0.08 -2.19 -0.5272
H -2.3230 -2.5763 -5.6798 0.15 0.52 -0.22 0.4508
H -6.7069 -0.8365 6.2357 0.15 -0.20 0.09 0.2564
H 6.5370 -0.7268 -5.0451 0.07 1.27 0.31 0.2518
C -0.2694 -5.2241 -3.5612 -1.12 -0.41 -1.32 0.4177
H -4.9201 -4.8257 0.8256 0.54 0.53 -0.07 -0.0052
H 1.8107 -2.5862 -7.3235 -0.21 0.06 0.13 0.4158
H -1.4321 3.0021 3.1588 -1.52 -0.35 -0.54 -0.3956
H -0.9274 -6.1128 1.9069 0.62 0.25 -0.01 0.2262
H -4.5725 -7.5825 2.3121 -0.44 0.03 -0.01 0.2978
H 0.3580 -0.0286 -3.9803 0.16 -0.60 0.25 0.2294
H -3.8593 0.7924 1.4791 0.46 0.54 -0.63 -0.6505
C -1.9353 1.3053 -1.0612 -0.27 0.08 -0.41 -0.6605
O 0.1434 2.3550 4.0414 0.06 0.13 -0.54 1.0436
H 3.4384 4.2539 -1.1296 0.33 0.52 -0.24 0.3143
H -1.0858 5.9001 -6.4130 -0.77 0.40 0.50 0.2645
H -5.0621 -7.5519 -3.1563 -0.44 0.21 0.51 0.4606
H 5.4592 6.1067 -1.4537 -0.41 -0.84 0.25 0.2969
H -1.8575 -6.4925 -0.5743 -0.08 -0.42 0.22 0.2149
C -0.4071 3.1978 3.0323 0.79 0.07 0.25 1.3691
C 1.0928 -1.6229 0.8238 0.03 0.22 -1.05 0.4979
C -1.1306 -5.5285 -4.8376 -0.63 1.83 0.56 -0.7913
H 1.2084 6.0225 -2.9078 -0.96 0.41 -0.38 -0.3223
H 1.8502 0.9232 1.0740 0.62 0.24 1.04 -0.7581
C -3.1390 1.5140 1.0133 0.39 -0.09 1.94 -0.0340
H 4.9190 -6.1479 -0.7147 0.83 -0.09 -0.39 0.3445
H -2.3958 -3.6648 1.2012 0.41 -0.59 -0.26 0.0471
C -0.6701 2.2121 -4.8647 1.34 1.21 0.43 -0.1534
C -6.1947 -1.2294 1.6136 -1.24 0.87 -0.45 0.7386
H -3.7732 -3.5608 -2.4515 -0.53 0.38 -0.07 0.4916
O 4.0493 -4.7916 -1.9065 -0.92 0.07 -1.29 0.0151
H -0.5016 4.7959 -1.5128 -0.10 -0.70 -0.32 -0.0931
O 5.0196 3.7461 0.0858 -0.05 1.07 1.45 -0.1745
H -4.7151 -6.8239 3.9221 -0.03 -0.09 0.37 0.3101
H -2.7199 0.9558 -1.7781 -0.11 -0.32 1.03 0.4841
H -2.6243 1.8266 7.8387 0.36 0.58 -0.33 0.4175
H 6.6355 3.2829 4.2252 -0.86 0.27 0.62 0.2888
N 2.1523 -5.7119 3.2019 -0.51 -0.87 0.29 -0.6270
H 4.0530 1.0190 -3.9691 -0.58 -0.39 -0.32 0.2073
C 4.4302 0.0691 -3.5629 1.10 0.39 -1.59 -0.1014
H -3.2688 -8.2910 -1.4890 -0.44 0.82 -0.09 0.4181
O 1.0387 5.1282 2.8976 -0.43 -0.01 0.21 0.1968
N -2.0155 0.8836 0.3437 0.11 0.47 -0.61 0.6539
H -2.2276 0.4870 5.0440 -0.18 0.25 -0.16 -0.0221
H -3.4183 -3.9572 -5.4547 0.55 0.35 0.50 0.3271
C -1.6250 1.1119 -4.7506 -0.89 -0.95 -1.53 -0.4958
H -1.0358 5.2823 2.8718 0.09 -0.20 -0.28 0.5046
C -3.2573 0.8191 4.8377 -0.37 -0.71 -0.08 0.7591
H 7.0985 3.0430 -1.1531 -0.25 0.15 -0.10 -0.0821
C 0.4647 -1.8615 -5.1896 -0.74 1.44 -0.38 -0.1191
H -5.8221 -0.7758 2.5245 0.53 0.10 0.15 -0.4539
H 0.9284 6.8789 4.0687 0.68 -0.43 -0.44 0.3112
H 0.2805 1.9877 8.2696 -0.36 0.63 0.24 0.2386
H -3.0585 -2.2958 2.0537 0.44 -0.13 -1.07 -0.3320
H 2.7527 0.0091 -2.2508 -0.24 0.01 -0.40 -1.1351
C 1.5386 2.3337 3.9827 0.74 -1.42 0.13 0.6763
C -0.5677 5.2996 -0.5620 1.09 2.42 0.82 1.0572
H -6.9131 1.0992 0.4350 -0.05 -0.04 0.72 0.2224
O -7.5247 -0.6308 1.3952 1.22 0.03 0.29 -0.4758
```
Positions in Å, forces in eV/Å.

Results
Orbital gap = 8.5675 eV
Net charge = 0
SMILES = CN(C)P(=O)(N(C)C)N(C)C.COCCOCCOC.COCCOCCOC.COCCOCCOC.COCCOCCOC.COCCOCCOC.COCCOCCOC.COCCOCCOC.COCCOCCOC.c1ccncc1.c1ccncc1
E = -5018.08525 Eh
Spin multiplicity = 1